# 1
Density functional theory data (the ωB97M-V functional and the def2-TZVPD basis) for an isolated ion of composition C2H6NO3S and charge +1 at a distorted geometry.

XYZ file:
```
13
C2H6NO3S (the ωB97M-V functional and the def2-TZVPD basis)
C 0.9893 0.4820 1.3745
C 0.8102 -0.3070 -1.4470
N -2.7609 -0.8361 0.4343
O -3.4359 -0.3527 -0.3419
O -1.1981 -0.6703 0.5371
O -0.8106 1.5820 -0.2823
S -0.1423 0.3707 0.0120
H 0.6838 1.1897 2.1563
H 1.9300 0.6781 0.8342
H 1.0875 -0.6328 1.7476
H 1.7518 -0.5687 -1.0366
H 0.8703 0.2451 -2.3733
H 0.2248 -1.1800 -1.6149
```

The net charge is +1. The energy relative to the best compared isomer or geometry (same formula, charge and spin) is 227.6 kJ/mol.

Atom charges from the Mulliken analysis, given in e for atoms 1 to 2: atom 1 (C): -0.93, atom 2 (C): -0.90

***

# 2
Density functional theory data (the ωB97M-V functional and the def2-TZVPD basis) for C39H33N8O2PRhSe as an isolated structure.

XYZ file:
```
85
C39H33N8O2PRhSe (the ωB97M-V functional and the def2-TZVPD basis)
Rh 0.5583 -0.0067 -0.5025
O 1.2139 0.6765 2.0685
C 2.5455 0.5472 2.2346
C 3.3261 1.5286 2.8344
C 4.6751 1.2995 3.0569
C 5.2535 0.0900 2.7021
C 4.4685 -0.8722 2.0895
C 3.1195 -0.6630 1.8077
C 2.4464 -1.7387 1.0736
N 1.4931 -1.6359 0.2210
N 1.1728 -2.8603 -0.3761
C 0.3536 -2.7508 -1.3962
O -0.2075 -1.7034 -1.8413
C 0.0558 -4.0431 -2.1053
C -0.9624 -4.0681 -3.0533
C -1.2560 -5.2380 -3.7402
C -0.5284 -6.3930 -3.4915
C 0.4926 -6.3718 -2.5493
C 0.7821 -5.2051 -1.8585
H 2.8555 2.4597 3.1089
H 5.2745 2.0756 3.5175
H 6.3048 -0.0949 2.8798
H 4.9130 -1.8100 1.7759
H 2.8741 -2.7330 1.1907
H -1.5116 -3.1556 -3.2438
H -2.0527 -5.2464 -4.4743
H -0.7522 -7.3052 -4.0311
H 1.0679 -7.2691 -2.3554
H 1.5724 -5.1704 -1.1214
N -0.6498 -0.4849 -4.3356
C -0.9363 0.7505 -4.7503
N -1.0660 0.9447 -6.0981
N -1.1617 1.7956 -3.9750
C -0.8354 1.6080 -2.7137
N -0.5504 1.4112 -1.6112
H -0.1892 -1.1111 -4.9781
H -0.4838 -0.7046 -3.3484
H -0.5935 0.2807 -6.6905
H -0.9616 1.9073 -6.3732
N 0.7210 2.0200 2.3482
P -0.8563 1.8183 2.5459
C -1.3069 1.0195 4.1178
C -0.3928 1.0954 5.1645
C -0.6906 0.5194 6.3907
C -1.9032 -0.1308 6.5748
C -2.8160 -0.2146 5.5316
C -2.5170 0.3550 4.3024
C -1.4702 3.5058 2.5787
C -0.9651 4.3848 1.6194
C -1.4247 5.6917 1.5792
C -2.3850 6.1220 2.4864
C -2.8890 5.2471 3.4375
C -2.4323 3.9370 3.4842
C -1.7814 0.9025 1.3169
C -1.4456 -0.4448 1.0864
C -2.2195 -1.1981 0.1990
C -3.2458 -0.6037 -0.5085
C -3.5383 0.7471 -0.3241
C -2.8149 1.4929 0.5895
H 0.5552 1.5916 4.9901
H 0.0275 0.5687 7.1993
H -2.1337 -0.5842 7.5309
H -3.7557 -0.7334 5.6729
H -3.2151 0.2744 3.4776
H -0.2169 4.0309 0.9210
H -1.0338 6.3748 0.8362
H -2.7423 7.1438 2.4502
H -3.6361 5.5836 4.1451
H -2.8205 3.2521 4.2283
H -0.7066 -0.9354 1.7079
H -1.9816 -2.2417 0.0460
H -3.8158 -1.1890 -1.2196
H -4.3322 1.2156 -0.8920
H -3.0521 2.5396 0.7343
Se 2.8299 0.9771 -1.3789
C 2.6148 0.2598 -3.1195
C 2.4862 1.0722 -4.2531
C 2.2999 0.5028 -5.5002
N 2.2210 -0.8104 -5.7325
C 2.3770 -1.5914 -4.6515
C 2.5712 -1.1213 -3.3672
H 2.5178 2.1492 -4.1455
H 2.1964 1.1448 -6.3727
H 2.3278 -2.6622 -4.8302
H 2.6709 -1.8183 -2.5441
```

The net charge is -1. The energy relative to the best compared isomer or geometry (same formula, charge and spin) is 327.4 kJ/mol.

Atom charges from the Mulliken analysis, given in e for atoms 1 to 2: atom 1 (Rh): -0.22, atom 2 (O): 0.68

***

# 3
Density functional theory data (the ωB97M-V functional and the def2-TZVPD basis) for a 10-piece molecular cluster, C9H34BO15S2 overall at a distorted geometry.

XYZ file:
```
61
C9H34BO15S2 (the ωB97M-V functional and the def2-TZVPD basis)
C -2.3198 1.2278 -1.3737
C -1.0007 0.4953 -1.1812
C 0.1494 1.4382 -1.4611
O 1.4188 0.7970 -1.5641
C 2.1854 0.8522 -0.4174
O 3.2777 1.3868 -0.4631
C 1.6080 0.1989 0.7961
S 2.8353 -0.5854 1.8691
B 1.6471 -1.7146 2.9728
O 0.2159 -1.3156 2.7699
C 0.0356 -0.3108 3.7438
C 0.6736 -1.0291 4.9486
O 1.8664 -1.5078 4.4146
O -0.8669 -0.6444 -2.0374
C -1.2574 -1.8239 -1.4900
O -0.7602 -2.3153 -0.5045
C -2.3754 -2.5910 -2.2142
S -3.3534 -1.6751 -3.4317
H -2.6649 1.1743 -2.4013
H -3.0746 0.7942 -0.7276
H -2.1955 2.2768 -1.1227
H -0.9692 0.1455 -0.1528
H -0.0507 1.8941 -2.4302
H 0.1579 2.2474 -0.7390
H 0.9924 0.9155 1.3345
H 0.9393 -0.5839 0.4514
H 1.7196 -2.8535 2.5455
H -1.0356 -0.1687 3.9038
H 0.5750 0.6037 3.4932
H -0.0388 -1.8309 5.1629
H 0.8216 -0.3698 5.8030
H -3.0037 -2.9654 -1.4192
H -1.8785 -3.4074 -2.7222
H -4.1948 -1.0110 -2.6301
O 2.4897 2.7514 3.3763
H 2.9985 2.3942 2.6361
H 3.0866 2.6743 4.1241
O -4.7696 -5.0421 -3.0468
H -4.3412 -4.1826 -3.1180
H -4.6887 -5.3945 -3.9404
O -3.4503 -5.2209 -5.5709
H -2.6554 -5.7557 -5.4865
H -3.2089 -4.5224 -6.1859
O -4.8215 0.6126 0.6420
H -4.2731 -0.0845 1.0193
H -5.6294 0.5860 1.1623
O 1.3033 3.4502 0.8883
H 1.5682 3.8564 1.7245
H 2.0864 3.5372 0.3354
O 0.6803 6.0756 2.0067
H 0.2243 5.9828 2.8479
H 0.0896 5.6708 1.3638
O 4.1861 4.6664 0.6211
H 4.6894 5.4832 0.5790
H 4.4137 4.1970 -0.1891
O 4.3840 -1.5569 -0.9044
H 5.3358 -1.6735 -0.8524
H 4.2648 -0.5995 -0.9189
O 1.7105 -2.1658 -2.3275
H 2.6603 -2.2753 -2.1992
H 1.5877 -1.2086 -2.3122
```

The net charge is -1. As for the total energy: -2313.260765 hartree.

Atom charges from the Mulliken analysis, given in e for atoms 1 to 2: atom 1 (C): -1.50, atom 2 (C): 1.00